Entry 1:
One molecule with the formula C7H9NO at a distorted geometry. Source: the OMol25 dataset; level of theory: wB97M-V/def2-TZVPD.

ORCA input file:
```
! RIJCOSX wB97M-V def2-TZVPD def2/J DEFGRID3
* xyz 0 1
O -2.24 -0.77 -0.36
N 0.91 -1.46 0.00
C 2.20 -1.20 -0.41
C 2.65 0.13 -0.32
C -1.33 -0.93 0.75
C 0.54 0.79 0.50
C 0.10 -0.56 0.38
C -2.54 0.59 -0.56
C 1.84 1.14 0.13
H -0.37 1.40 0.82
H 3.06 -2.03 -0.76
H -2.86 1.29 0.17
H -1.59 -0.41 1.47
H 2.26 2.19 0.37
H -1.81 1.00 -1.08
H -1.30 -2.09 0.81
H 3.79 0.21 -0.60
H -3.31 0.72 -1.30
*
```

Values from the calculation:
E_LUMO = 0.89 eV
Energy above the lowest of the compared OMol25 structures with the same formula, charge and spin = 354.3 kJ/mol
Structure (SMILES) = COCc1ccccn1
Highest occupied orbital energy = -9.217 eV

=====

Entry 2:
C30H30FN7O4S2Sc as an isolated structure. Source: the OMol25 dataset; level of theory: wB97M-V/def2-TZVPD.

ORCA input file:
```
! RIJCOSX wB97M-V def2-TZVPD def2/J DEFGRID3
* xyz 1 1
Sc 0.78 0.18 0.94
S 1.49 -1.59 -1.71
S -0.95 2.52 -1.18
F 2.44 0.31 0.02
O -0.14 1.63 -0.27
O -1.49 -2.85 2.62
O -0.66 -0.97 1.73
O 0.34 -1.11 -0.82
N -2.64 0.86 2.31
N 1.77 -1.84 1.76
N -2.45 2.91 3.30
N -0.27 3.76 3.76
N -2.16 4.95 4.29
N 2.15 1.50 2.43
N -0.51 1.71 2.60
C 0.85 -2.68 2.24
C 3.44 -3.49 2.11
C 0.76 0.09 -3.89
C -4.04 -0.08 -1.04
C -1.62 3.84 3.76
C -0.50 0.70 -3.28
C 1.54 -3.48 -3.66
C 3.47 1.32 2.40
C -5.06 0.68 -1.58
C -4.84 1.99 -1.97
C -1.22 -3.88 -3.63
C -2.55 1.77 -1.30
C -3.58 2.55 -1.82
C 2.49 3.40 3.83
C -0.32 2.15 -2.82
C -2.76 0.46 -0.90
C 4.36 2.13 3.09
C 1.67 2.52 3.14
C 1.17 -3.95 2.70
C 1.84 -0.25 -2.88
C -0.65 -2.96 -2.75
C -0.42 -4.59 -4.52
C 2.49 -4.36 2.63
C 3.85 3.19 3.82
C -0.57 -2.18 2.22
C 3.03 -2.24 1.68
C 0.96 -4.39 -4.53
C 0.19 2.68 3.16
C -1.86 1.85 2.75
C 0.72 -2.76 -2.79
H 1.58 -4.95 -5.22
H 2.12 0.57 -2.23
H 2.03 4.22 4.38
H -1.31 0.67 -4.02
H 4.48 -3.78 2.03
H -0.87 -5.30 -5.19
H -0.82 0.08 -2.45
H -2.21 -0.03 2.08
H -4.22 -1.10 -0.73
H 2.75 -0.59 -3.38
H 0.48 -0.80 -4.46
H -6.05 0.25 -1.68
H -3.62 0.94 2.52
H 0.73 2.45 -2.75
H 1.20 0.79 -4.62
H 3.73 -1.54 1.24
H -0.81 2.87 -3.48
H 2.61 -3.33 -3.66
H 0.38 -4.58 3.07
H 3.83 0.51 1.78
H 4.51 3.85 4.36
H -2.28 -4.06 -3.60
H -1.55 5.65 4.69
H -3.40 3.58 -2.10
H -1.25 -2.42 -2.04
H -1.96 -0.13 -0.49
H -5.64 2.59 -2.37
H 2.78 -5.34 2.98
H -3.15 5.03 4.36
H 5.42 1.93 3.04
*
```

Values from the calculation:
E_LUMO = -2.42 eV
Energy above the lowest of the compared OMol25 structures with the same formula, charge and spin = 0.8 kJ/mol
Highest occupied orbital energy = -11.581 eV

=====

Entry 3:
An isolated ion of composition C3H5N2 and charge +1 at a distorted geometry. Source: the OMol25 dataset; level of theory: wB97M-V/def2-TZVPD.

ORCA input file:
```
! RIJCOSX wB97M-V def2-TZVPD def2/J DEFGRID3
* xyz 1 1
N 0.10 0.44 -0.48
N -1.33 -1.56 -0.27
C -0.48 -0.74 0.32
C 1.88 1.90 0.50
C 0.89 1.32 0.09
H -1.63 -1.37 -1.16
H 2.44 2.73 0.89
H -0.22 -0.94 1.27
H -1.35 -2.40 0.16
H -0.31 0.63 -1.33
*
```

Values from the calculation:
E_LUMO (spin up / spin down) = -5.61 / -5.62 eV
Energy above the lowest of the compared OMol25 structures with the same formula, charge and spin = 409.3 kJ/mol
Structure (SMILES) = C#C/[NH+]=C/N
Highest occupied orbital energy (spin up / spin down) = -13.940 / -13.940 eV

=====

Entry 4:
A 2-piece molecular cluster, C12H17N overall at a distorted geometry. Source: the OMol25 dataset; level of theory: wB97M-V/def2-TZVPD.

ORCA input file:
```
! RIJCOSX wB97M-V def2-TZVPD def2/J DEFGRID3
* xyz 0 1
N -1.14 -0.47 1.37
C 0.98 -1.22 1.11
C -1.17 -1.62 0.60
C 0.06 -2.11 0.42
C 2.91 -0.06 1.78
C 2.14 1.04 2.12
C -1.88 1.64 -2.17
C 0.76 0.91 2.23
C -1.80 1.97 -0.68
C 2.36 -1.24 1.28
C 0.17 -0.22 1.65
C -0.47 1.76 -2.83
C 0.35 -3.46 -0.18
H -2.09 -2.01 0.17
H -0.88 1.44 -0.40
H -1.90 0.18 1.41
H 0.07 -4.28 0.47
H -1.59 3.01 -0.44
H 0.25 1.22 -2.22
H 0.07 1.67 2.59
H -0.21 2.81 -2.65
H -0.47 1.53 -3.88
H -2.34 0.66 -2.34
H -2.65 1.59 -0.14
H 1.43 -3.62 -0.29
H 2.59 1.99 2.36
H 3.99 -0.01 1.79
H 3.03 -1.93 0.79
H -2.44 2.36 -2.77
H -0.15 -3.53 -1.14
*
```

Values from the calculation:
E_LUMO = 0.95 eV
Energy above the lowest of the compared OMol25 structures with the same formula, charge and spin = 78.8 kJ/mol
Structure (SMILES) = Cc1c[nH]c2ccccc12.CCC
Highest occupied orbital energy = -7.826 eV

=====

Entry 5:
One molecule with the formula C5H10O2 at a distorted geometry. Source: the OMol25 dataset; level of theory: wB97M-V/def2-TZVPD.

ORCA input file:
```
! RIJCOSX wB97M-V def2-TZVPD def2/J DEFGRID3
* xyz 0 1
O -2.15 0.86 0.94
O -2.22 -0.65 -0.80
C 0.39 -1.58 0.48
C 2.43 0.16 0.13
C 0.68 -0.35 0.10
C 0.10 0.81 -0.49
C -1.72 0.59 -0.36
H -1.63 0.30 1.54
H 1.16 -2.27 0.81
H -0.62 -1.97 0.40
H -3.19 -0.60 -0.73
H 2.96 -0.53 -0.53
H 0.25 1.72 0.10
H 2.63 1.19 -0.19
H 2.74 0.05 1.17
H -2.12 1.38 -1.01
H 0.32 0.91 -1.55
*
```

Values from the calculation:
E_LUMO = 0.86 eV
Energy above the lowest of the compared OMol25 structures with the same formula, charge and spin = 351.5 kJ/mol
Structure (SMILES) = C=C(C)CC(O)O
Highest occupied orbital energy = -9.133 eV

=====

Entry 6:
C2H6FO2Tl as an isolated structure at a distorted geometry. Source: the OMol25 dataset; level of theory: wB97M-V/def2-TZVPD.

ORCA input file:
```
! RIJCOSX wB97M-V def2-TZVPD def2/J DEFGRID3
* xyz 2 1
Tl 1.84 -0.65 -0.04
F 1.15 -0.68 1.67
O 2.48 1.16 2.28
O 1.02 0.98 -0.46
C 1.17 1.22 2.06
C 3.34 2.27 2.03
H 3.60 2.34 0.96
H 0.80 2.15 1.62
H 4.27 2.06 2.55
H 0.91 1.39 -1.32
H 2.82 3.18 2.34
H 0.57 1.04 2.96
*
```

Values from the calculation:
E_LUMO = -14.11 eV
Highest occupied orbital energy = -20.867 eV